Computed, not measured: a molecular structure, C31H76Cu2N5O13, with ωB97M-V/def2-TZVPD.

```
127
Properties=species:S:1:pos:R:3:forces:R:3:mulliken_spin:R:1
Cu -2.041544 1.657002 -5.100614 -0.523 0.935 -0.973 0.000
Cu 1.748696 -3.142898 0.258736 0.871 -0.350 0.299 0.000
O -2.680614 1.992612 2.049986 -1.043 0.942 -0.103 0.015
C -2.122954 1.484812 1.000256 0.480 -0.049 0.258 -0.080
O -1.340324 0.524012 1.247266 -0.117 0.243 -2.216 0.466
O -2.352094 1.965172 -0.148834 0.812 -1.192 0.808 0.598
H -2.419504 1.350672 2.714306 -0.094 0.006 1.231 0.001
C -1.010074 -1.414178 11.777346 -0.149 0.472 0.381 0.000
O -0.811754 -0.672548 10.554306 0.577 -0.309 1.667 0.000
C -1.803124 -0.995558 9.660196 -0.628 -0.558 -2.377 0.000
C -1.548104 -0.327038 8.292046 -0.197 0.321 0.654 0.000
N -1.501854 1.119282 8.343406 -0.672 1.338 0.026 0.000
C -2.753184 1.870972 8.763616 0.659 -0.452 -0.730 0.000
C -2.541554 3.394062 8.755436 0.560 -1.140 1.448 0.000
O -1.649034 3.565802 9.850446 0.445 0.284 -0.171 0.000
C -1.070114 4.849112 9.968626 -0.244 -0.123 -0.556 0.000
H -1.787394 -0.964588 12.395196 -0.535 0.077 -0.340 0.000
H -0.174874 -1.398798 12.477556 0.615 0.197 -0.767 0.000
H -1.270104 -2.455388 11.586636 0.012 -0.035 -0.210 0.000
H -2.822004 -0.777108 9.979966 -0.095 0.148 0.475 0.000
H -1.756294 -2.053428 9.401706 -0.196 -0.566 0.355 0.000
H -2.259174 -0.647088 7.530436 -0.351 -0.186 0.208 0.000
H -0.575854 -0.675278 7.943396 0.196 0.063 -0.003 0.000
H -0.837784 1.294592 9.083936 0.283 0.567 0.038 0.000
H -3.021024 1.558342 9.772886 -0.316 0.227 0.106 0.000
H -3.588414 1.671742 8.092196 0.057 -0.448 -0.157 0.000
H -3.445544 3.934542 9.036126 -0.419 -0.075 -0.409 0.000
H -2.153824 3.759032 7.804346 0.229 -0.008 -0.081 0.000
H -0.737814 4.954012 11.001426 0.050 0.203 -0.231 0.000
H -1.770694 5.628202 9.668116 -0.403 0.182 0.489 0.000
H -0.264424 4.979032 9.246076 0.515 -0.191 0.159 0.000
C 2.691636 8.470222 1.331926 0.295 -0.265 0.548 0.000
O 3.833336 8.824512 0.576126 -0.626 -0.391 -0.105 0.000
C 4.164246 7.743292 -0.255914 1.806 -1.098 -0.791 0.000
C 5.338886 8.127792 -1.175104 -1.016 0.660 0.809 0.000
N 6.484786 8.439972 -0.310284 -0.877 -0.442 -1.203 0.000
C 7.588076 9.022552 -1.067654 0.618 1.457 0.464 0.000
C 7.707776 10.600582 -0.993624 -0.866 -2.329 -0.388 0.000
O 6.569756 11.030782 -1.766634 0.515 1.164 1.197 0.000
C 6.356616 12.443442 -1.575374 0.203 -0.466 -0.400 0.000
H 1.818066 8.349072 0.691356 -0.233 0.422 -0.003 0.000
H 2.557446 9.156292 2.168226 -0.170 0.386 -0.472 0.000
H 2.828406 7.504522 1.818566 0.245 -0.354 0.008 0.000
H 3.346646 7.283702 -0.811234 -0.573 0.634 -0.262 0.000
H 4.558766 6.899422 0.310076 -0.041 -0.123 0.758 0.000
H 4.972436 8.994342 -1.725464 0.287 0.311 -0.329 0.000
H 5.588826 7.358012 -1.905224 -0.065 -0.257 0.209 0.000
H 6.082856 9.013452 0.417506 0.577 0.496 0.127 0.000
H 7.489266 8.881372 -2.143944 -0.227 -0.585 0.041 0.000
H 8.482406 8.500602 -0.727314 0.390 0.429 -0.151 0.000
H 8.653916 10.937482 -1.417184 0.035 0.110 -0.205 0.000
H 7.685006 10.881242 0.059376 -0.361 0.464 0.072 0.000
H 6.326336 12.717352 -0.520784 -0.027 -0.137 0.141 0.000
H 5.418936 12.748232 -2.040114 0.033 -0.277 -0.046 0.000
H 7.172036 12.989042 -2.050234 0.074 0.186 -0.020 0.000
C -5.963504 3.414372 -5.266484 -0.302 -0.867 0.910 0.000
O -4.888204 3.361952 -6.182664 -0.349 0.546 -0.639 0.000
C -5.306484 2.765522 -7.423124 0.869 -0.465 -0.518 0.000
C -4.315224 3.110572 -8.572304 0.493 -0.082 1.059 0.000
N -2.914504 2.751862 -8.208694 -0.553 -0.138 0.868 0.000
C -1.936474 3.748372 -8.599364 0.940 0.237 1.045 0.000
C -2.017444 5.074372 -7.830454 -0.509 -0.347 -0.448 0.000
O -2.094684 4.854882 -6.418874 0.186 -0.393 -0.460 0.000
C -2.222054 6.067652 -5.701504 0.239 0.814 -0.236 0.000
H -5.622854 3.588632 -4.245854 0.576 0.306 -0.168 0.000
H -6.417644 2.426042 -5.195394 -0.337 -0.217 -0.182 0.000
H -6.766154 4.133912 -5.428064 0.228 0.221 -0.678 0.000
H -6.317304 3.035482 -7.728844 -0.053 0.338 0.197 0.000
H -5.306684 1.689772 -7.247464 -0.093 -0.327 -0.167 0.000
H -4.422364 4.175522 -8.778514 0.241 -0.019 -0.034 0.000
H -4.382794 2.555432 -9.507914 -1.525 0.136 0.040 0.000
H -2.759524 1.907292 -8.740474 0.554 -0.044 0.149 0.000
H -1.958134 3.930352 -9.673844 0.055 0.306 -0.117 0.000
H -0.955474 3.359562 -8.326304 0.137 -0.305 -0.348 0.000
H -2.853204 5.649292 -8.229294 -0.582 0.087 0.545 0.000
H -1.171434 5.683642 -8.148524 0.490 -0.072 0.386 0.000
H -1.266784 6.579172 -5.583594 0.279 0.026 -0.325 0.000
H -2.578874 5.967672 -4.676424 -0.344 -0.689 -0.221 0.000
H -2.886244 6.725582 -6.261934 -0.166 0.175 0.237 0.000
C -5.766724 -5.765958 -0.315674 -0.462 1.151 1.493 -0.001
O -6.376764 -6.935678 -0.710804 -0.519 -2.979 0.032 0.010
C -6.308454 -8.128878 0.116236 0.968 0.513 -1.565 0.021
C -4.986424 -8.899128 -0.280974 -2.964 -0.355 0.410 0.045
N -5.154924 -9.606948 -1.570414 3.824 1.156 1.913 0.796
C -3.925244 -10.391548 -1.825364 -1.461 -1.406 -2.513 0.068
C -3.959464 -10.929258 -3.301014 1.812 0.274 0.162 -0.008
O -3.044664 -10.063628 -4.036574 -1.338 -0.276 0.721 0.010
C -3.038714 -10.295358 -5.429664 0.382 0.427 -1.224 0.000
H -6.333294 -5.347598 0.516236 -0.564 0.538 -0.183 0.002
H -5.809714 -5.117748 -1.190934 0.382 0.134 0.331 0.000
H -4.808204 -5.814568 0.201016 0.816 -0.575 -0.780 0.003
H -7.140154 -8.769038 -0.177994 -0.132 0.217 -0.065 -0.006
H -6.395664 -8.012298 1.196476 0.301 0.539 -0.009 0.000
H -4.798334 -9.663258 0.473236 0.647 0.216 -0.032 0.006
H -4.195654 -8.181668 -0.500144 0.273 0.021 0.389 0.023
H -5.441424 -8.966328 -2.296784 -0.772 -0.140 -0.809 -0.022
H -3.767594 -11.165278 -1.073974 -0.572 -0.116 0.081 0.015
H -3.016704 -9.794508 -1.746604 -0.156 0.727 0.000 0.033
H -4.959484 -11.023738 -3.724264 -0.210 0.569 -0.041 0.003
H -3.552024 -11.938248 -3.364524 0.055 -0.151 0.316 0.000
H -3.848464 -9.821818 -5.984784 -0.880 -0.385 0.488 0.001
H -2.928244 -11.343238 -5.708654 -0.172 -0.095 0.207 0.000
H -2.226994 -9.752218 -5.913634 0.626 -0.152 0.687 0.000
C 4.156826 -9.751998 -1.507844 -0.246 0.091 -0.044 0.000
O 4.651746 -8.470338 -1.165284 -0.083 -0.263 0.264 0.000
C 4.206056 -7.434218 -2.009404 1.131 -0.934 -0.808 0.000
C 4.941086 -6.209288 -1.606554 -0.758 2.343 0.435 0.000
N 4.773426 -5.880368 -0.177624 -0.202 -0.033 -0.761 0.000
C 5.953706 -5.195158 0.332506 -0.337 -0.282 1.283 0.000
C 5.684316 -4.592648 1.782926 0.958 -1.051 -2.557 0.000
O 4.620166 -3.674728 1.664266 -1.062 0.070 -0.255 0.000
C 4.670856 -2.540528 2.476126 0.732 0.745 1.057 0.000
H 4.467046 -10.069868 -2.503244 0.151 0.127 -0.159 0.000
H 3.067486 -9.719468 -1.488544 -0.243 -0.194 0.017 0.000
H 4.508516 -10.497078 -0.794214 0.057 0.300 0.079 0.000
H 3.120766 -7.362608 -2.080814 -0.305 0.189 0.570 0.000
H 4.532606 -7.633008 -3.030164 -0.035 -0.231 -0.365 0.000
H 4.509616 -5.345738 -2.112724 -0.249 -0.009 -0.567 0.000
H 5.978186 -6.129848 -1.932454 0.278 -0.923 0.179 0.000
H 4.599326 -6.774008 0.259656 0.363 -0.015 0.634 0.000
H 6.323586 -4.477838 -0.400124 -0.637 0.677 0.192 0.000
H 6.807266 -5.872998 0.340196 0.172 -0.374 0.634 0.000
H 6.650496 -4.164268 2.049516 -0.233 0.575 0.421 0.000
H 5.479976 -5.426538 2.454466 -0.302 0.153 0.204 0.000
H 4.366066 -2.655648 3.516296 0.183 -0.817 0.268 0.000
H 3.992386 -1.738588 2.185146 -0.046 -0.082 -0.954 0.000
H 5.691766 -2.158658 2.479716 -0.019 0.340 0.046 0.000
```
Positions in Å, forces in eV/Å.

Results
Total charge ... +3
E_LUMO (spin up / spin down) ... -0.3557 / -0.3909 hartree
Spin multiplicity ... 3
Orbital gap (spin up / spin down) ... 1.725 / 0.768 eV
Expectation value of S² ... 2.014



Computed, not measured: 3 unconnected molecules or ions with the total composition C15H28ClO9P2S, with ωB97M-V/def2-TZVPD.

```
56
Properties=species:S:1:pos:R:3:forces:R:3:mulliken_charge:R:1
O 4.404958 -2.785392 1.357366 -7.368 5.726 -3.391 -0.418
C 3.405775 -2.005177 0.862702 5.802 -4.787 2.888 0.359
Cl 3.394097 -1.713357 -0.966534 -0.442 -0.105 2.913 -0.020
C 2.321068 -1.440209 1.955944 0.632 -1.032 1.307 -0.399
S 1.215447 -0.059772 1.333404 0.280 0.186 -0.001 0.100
C 0.068058 -0.605009 -0.041726 -2.777 -1.495 -1.502 -0.357
C -1.192418 -1.544319 0.434620 -4.234 -1.736 1.019 0.422
C -2.721201 -0.966022 0.186466 -0.042 -2.771 1.250 -0.402
C -4.106127 -1.804594 0.562935 4.219 -2.455 0.973 -0.574
C -3.932776 -3.307106 1.209235 3.371 2.247 -0.759 -0.261
C -2.407560 -3.916517 1.501323 -0.390 3.706 -1.873 -0.414
C -1.076312 -3.044938 1.107039 -3.033 1.366 -0.597 -0.192
H 2.965943 -0.970939 2.844637 -1.348 -0.808 -2.130 0.390
H 1.696560 -2.313143 2.478857 1.382 1.758 -1.591 0.333
H 0.411062 0.286194 2.466288 0.575 -0.975 -1.360 0.328
H 0.603918 -1.196258 -0.923694 -0.374 1.404 2.350 0.320
H -0.335798 0.394928 -0.554771 0.940 -2.067 1.496 0.364
H -2.892245 0.097328 -0.304044 0.582 -2.427 1.140 0.183
H -5.190495 -1.373514 0.390351 2.647 -0.863 0.276 0.385
H -4.865635 -3.976725 1.503950 2.211 1.680 -0.746 0.307
H -2.295925 -5.002451 1.957119 -0.190 2.633 -1.081 0.318
H 0.006425 -3.483880 1.299145 -2.608 0.837 -0.457 0.213
C 4.562666 -0.982948 -3.939134 -0.094 -0.298 0.273 -0.696
O 4.283944 -1.336164 -5.280874 3.107 0.571 -1.313 -0.347
P 4.151686 -0.030054 -6.407608 -10.166 -0.496 0.218 1.030
O 3.034517 0.601565 -5.563572 1.700 0.387 0.760 -0.657
O 3.459593 -1.035763 -7.520025 1.630 1.062 0.159 -0.339
C 2.652985 -2.121296 -7.092138 -0.099 -0.746 0.103 -0.556
O 4.019363 1.276100 -7.534224 3.194 -1.987 -0.179 -0.253
C 4.649621 2.470365 -7.113342 0.323 0.612 0.208 -0.658
H 4.885162 -1.882031 -3.405673 0.160 0.024 -0.273 0.342
H 5.351256 -0.238729 -3.897557 0.038 0.109 0.327 0.303
H 3.658270 -0.606581 -3.454296 0.049 0.257 -0.233 0.221
H 2.081338 -1.882351 -6.192135 0.146 0.117 -0.054 0.266
H 3.282674 -2.996117 -6.913344 -0.159 0.058 0.097 0.240
H 1.946930 -2.373592 -7.887818 0.247 0.315 -0.105 0.262
H 5.695683 2.273380 -6.861472 -0.030 0.347 -0.089 0.294
H 4.133654 2.889786 -6.247009 0.011 -0.079 0.010 0.293
H 4.612249 3.193712 -7.931626 -0.021 -0.248 0.016 0.249
C -4.336764 4.552678 5.622035 -0.294 0.461 0.576 -0.693
O -3.145550 3.996043 5.098698 -0.381 -0.072 -3.642 -0.314
P -3.263271 2.393532 4.457570 3.379 -3.444 8.853 0.983
O -3.787753 1.878859 5.806435 -1.213 0.720 -1.245 -0.629
O -1.617410 2.255636 4.451117 -1.052 -0.181 -1.516 -0.292
C -0.844219 2.924461 5.434445 0.425 0.654 0.295 -0.615
O -3.381070 0.791022 3.816560 0.429 2.563 -2.688 -0.250
C -4.694071 0.404969 3.459310 -0.692 -0.203 -0.116 -0.614
H -4.192736 5.631271 5.735287 0.085 -0.153 -0.240 0.256
H -5.169139 4.370363 4.950187 -0.253 0.095 0.114 0.297
H -4.545467 4.132545 6.609244 -0.019 -0.161 -0.246 0.293
H -1.350908 2.965600 6.401634 -0.076 -0.051 -0.187 0.282
H -0.611934 3.935412 5.091211 -0.054 -0.061 0.198 0.290
H 0.100386 2.390111 5.566600 -0.195 -0.188 -0.223 0.229
H -5.125228 1.136488 2.769766 -0.188 -0.270 -0.047 0.346
H -5.322558 0.320129 4.348396 0.049 0.093 -0.004 0.350
H -4.650718 -0.567528 2.962737 0.176 0.170 0.066 0.107
```
Positions in Å, forces in eV/Å.

Results
Total charge ... +1
E_LUMO ... -0.1744 hartree
Orbital gap ... 6.442 eV



Computed, not measured: 4 unconnected molecules or ions with the total composition C3H11NO3, with ωB97M-V/def2-TZVPD.

```
18
Properties=species:S:1:pos:R:3:forces:R:3:mulliken_charge:R:1
C -0.462495 -1.316659 1.258639 3.014 1.098 2.619 -0.928
C 0.839000 -0.821764 1.347073 -1.746 -3.015 3.666 0.101
N 1.634090 -0.559500 0.288521 0.014 2.145 -3.336 -0.409
C 2.168282 0.590191 0.201851 2.624 0.873 0.772 -0.121
H -0.888427 -1.430008 0.285567 -0.567 -0.176 -0.145 0.454
H -0.985991 -1.552761 2.263057 0.732 0.400 -2.184 0.206
H 1.471916 -0.893097 2.331520 -1.680 0.461 -1.329 0.293
H 2.741782 1.037388 -0.704010 -1.116 -1.420 1.207 0.185
H 2.427703 1.195915 1.154088 -1.196 -0.462 -1.220 0.232
O -4.907635 0.593741 0.913294 0.635 1.092 0.597 -0.608
H -5.141508 1.400716 1.390094 0.746 0.249 0.114 0.313
H -5.788448 0.297388 0.798004 -1.297 -1.265 -0.689 0.292
O 4.554139 0.504774 -3.082264 0.028 -1.109 -0.430 -0.636
H 3.885104 -0.189494 -2.943172 0.132 0.514 0.117 0.324
H 5.184386 0.022849 -3.651975 -0.198 0.581 0.348 0.312
O -2.389263 0.176796 -0.917135 -2.678 0.693 0.608 -0.652
H -2.859765 0.680594 -0.194713 0.650 -0.964 -1.144 0.332
H -1.482873 0.262934 -0.738447 1.903 0.302 0.429 0.310
```
Positions in Å, forces in eV/Å.

Results
SMILES string ... C=CN=C.O.O.O
Total charge ... 0
E_LUMO ... 0.0200 hartree
Orbital gap ... 9.488 eV



Number 1: largest force on an atom 4.429 eV Å⁻¹, molecular weight 854.06 g/mol. Number 2: largest force on an atom 10.180 eV Å⁻¹, molecular weight 481.85 g/mol. Number 3: largest force on an atom 5.058 eV Å⁻¹, molecular weight 109.12 g/mol.